Model P:
Formula: H24O12
Source: the OMol25 dataset
Level of theory: ωB97M-V/def2-TZVPD

## Properties
SMILES: O.O.O.O.O.O.O.O.O.O.O.O
HOMO-LUMO gap: 0.3657 hartree
E_HOMO: -9.9 eV
2S+1: 1

Bonds (Å) are listed after each position.
Cartesian coordinates (Å):
1 O -8.56 -0.37 -18.47  H2 0.961, H3 0.979
2 H -8.16 0.14 -17.76  O1 0.961
3 H -9.17 -1.03 -18.09  O1 0.979
4 O -7.48 2.90 -15.65  H5 1.010, H6 0.963
5 H -7.20 3.83 -15.92  O4 1.010
6 H -8.10 3.04 -14.93  O4 0.963
7 O -4.44 3.19 -19.23  H8 0.936, H9 0.923
8 H -5.34 2.94 -19.22  O7 0.936
9 H -4.07 2.75 -19.95  O7 0.923
10 O -6.19 5.42 -16.44  H11 0.991, H12 0.924
11 H -6.68 6.25 -16.24  O10 0.991
12 H -5.36 5.69 -16.75  O10 0.924
13 O -5.53 0.93 -16.24  H14 0.938, H15 0.958
14 H -4.85 1.58 -16.20  O13 0.938
15 H -5.62 0.35 -15.49  O13 0.958
16 O -6.98 5.73 -19.10  H17 0.960, H18 0.970
17 H -6.87 6.41 -18.44  O16 0.960
18 H -6.88 4.83 -18.75  O16 0.970
19 O -7.80 3.56 -21.49  H20 0.957, H21 0.990
20 H -8.02 3.75 -20.58  O19 0.957
21 H -8.43 4.17 -21.94  O19 0.990
22 O -9.33 2.18 -19.69  H23 0.983, H24 0.939
23 H -9.29 1.53 -18.95  O22 0.983
24 H -9.05 1.69 -20.44  O22 0.939
25 O -7.10 3.19 -18.38  H26 1.001, H27 0.907
26 H -7.81 2.81 -18.96  O25 1.001
27 H -7.18 2.82 -17.56  O25 0.907
28 O -10.11 5.00 -20.33  H29 0.991, H30 0.967
29 H -10.99 5.44 -20.22  O28 0.991
30 H -10.19 4.24 -19.73  O28 0.967
31 O -8.16 0.11 -15.78  H32 0.974, H33 0.950
32 H -7.53 0.84 -15.65  O31 0.974
33 H -8.06 -0.45 -15.02  O31 0.950
34 O -6.31 1.10 -20.41  H35 0.953, H36 0.959
35 H -5.42 1.09 -20.75  O34 0.953
36 H -6.09 0.69 -19.57  O34 0.959

=====

Model Q:
Formula: H24O12
Source: the OMol25 dataset
Level of theory: ωB97M-V/def2-TZVPD

## Properties
SMILES: O.O.O.O.O.O.O.O.O.O.O.O
HOMO-LUMO gap: 0.3803 hartree
E_HOMO: -10.5 eV
2S+1: 1

Bonds (Å) are listed after each position.
Cartesian coordinates (Å):
1 O 1.84 -2.85 -0.07  H2 0.951, H3 0.974
2 H 2.55 -3.45 0.15  O1 0.951
3 H 1.44 -2.55 0.76  O1 0.974
4 O 2.83 -0.30 1.71  H5 0.932, H6 0.914
5 H 1.98 -0.65 1.81  O4 0.932
6 H 2.79 -0.16 0.80  O4 0.914
7 O -3.38 -0.12 -3.05  H8 0.954, H9 0.961
8 H -3.32 -0.25 -2.11  O7 0.954
9 H -3.92 -0.81 -3.46  O7 0.961
10 O -2.91 0.87 -0.41  H11 0.947, H12 0.936
11 H -2.82 1.73 -0.03  O10 0.947
12 H -3.14 0.28 0.29  O10 0.936
13 O -0.30 -0.41 -0.35  H14 0.981, H15 0.995
14 H -0.92 -0.02 -0.99  O13 0.981
15 H 0.20 0.36 0.05  O13 0.995
16 O 1.10 1.74 0.75  H17 0.986, H18 0.971
17 H 0.87 2.26 1.56  O16 0.986
18 H 2.05 1.94 0.67  O16 0.971
19 O -1.38 -2.74 0.54  H20 0.933, H21 0.988
20 H -0.84 -3.19 -0.08  O19 0.933
21 H -1.18 -1.79 0.37  O19 0.988
22 O 0.79 1.48 -2.77  H23 0.966, H24 0.958
23 H 0.62 1.63 -3.71  O22 0.966
24 H 0.28 2.11 -2.27  O22 0.958
25 O -1.35 1.00 2.51  H26 0.961, H27 0.968
26 H -0.61 0.80 3.10  O25 0.961
27 H -1.72 0.14 2.28  O25 0.968
28 O 0.69 -2.13 2.37  H29 0.989, H30 0.936
29 H -0.25 -2.13 2.07  O28 0.989
30 H 0.62 -2.38 3.27  O28 0.936
31 O 0.08 3.34 -1.02  H32 0.982, H33 0.965
32 H 0.17 4.31 -0.92  O31 0.982
33 H 0.65 2.99 -0.33  O31 0.965
34 O 2.54 -0.26 -1.06  H35 0.973, H36 0.950
35 H 2.02 -1.07 -0.91  O34 0.973
36 H 1.92 0.31 -1.51  O34 0.950

=====

We find model Q to be the most stable, with the next structure 0.954 eV higher.

=====

Model P:
Formula: H24O12
Source: the OMol25 dataset
Level of theory: ωB97M-V/def2-TZVPD

## Properties
SMILES: O.O.O.O.O.O.O.O.O.O.O.O
HOMO-LUMO gap: 0.3389 hartree
E_HOMO: -9.1 eV
2S+1: 1

Bonds (Å) are listed after each position.
Cartesian coordinates (Å):
1 O 0.69 -0.70 0.05  H2 0.964, H3 0.964
2 H -0.23 -0.44 0.15  O1 0.964
3 H 0.76 -0.99 -0.87  O1 0.964
4 O 0.76 -1.74 3.09  H5 0.964, H6 0.964
5 H 0.76 -0.99 3.70  O4 0.964
6 H 1.23 -2.43 3.57  O4 0.964
7 O 2.84 1.05 0.85  H8 0.964, H9 0.964
8 H 1.97 1.21 1.22  O7 0.964
9 H 2.71 1.10 -0.10  O7 0.964
10 O -2.44 2.48 2.27  H11 0.964, H12 0.964
11 H -3.04 3.00 2.82  O10 0.964
12 H -1.71 3.08 2.09  O10 0.964
13 O 5.52 -0.44 -0.57  H14 0.964, H15 0.964
14 H 4.59 -0.20 -0.58  O13 0.964
15 H 5.51 -1.39 -0.77  O13 0.964
16 O 2.83 2.07 -2.72  H17 0.964, H18 0.964
17 H 3.03 1.55 -1.93  O16 0.964
18 H 3.51 2.75 -2.73  O16 0.964
19 O -4.85 0.60 0.36  H20 0.964, H21 0.964
20 H -4.28 0.71 1.13  O19 0.964
21 H -5.53 1.27 0.46  O19 0.964
22 O 3.87 -1.15 0.98  H23 0.964, H24 0.964
23 H 3.47 -2.01 0.86  O22 0.964
24 H 3.95 -1.05 1.93  O22 0.964
25 O -1.42 -0.67 -1.78  H26 0.964, H27 0.964
26 H -1.89 -0.82 -2.62  O25 0.964
27 H -0.78 0.01 -1.99  O25 0.964
28 O -2.67 -3.39 -1.22  H29 0.964, H30 0.964
29 H -3.01 -3.53 -2.11  O28 0.964
30 H -3.39 -3.67 -0.64  O28 0.964
31 O -3.40 -1.33 -0.91  H32 0.964, H33 0.964
32 H -3.05 -0.44 -1.09  O31 0.964
33 H -2.82 -1.67 -0.22  O31 0.964
34 O -1.54 3.04 -0.43  H35 0.964, H36 0.964
35 H -2.18 2.55 -0.95  O34 0.964
36 H -1.21 3.72 -1.03  O34 0.964

=====

Model Q:
Formula: H24O12
Source: the OMol25 dataset
Level of theory: ωB97M-V/def2-TZVPD

## Properties
SMILES: O.O.O.O.O.O.O.O.O.O.O.O
HOMO-LUMO gap: 0.3717 hartree
E_HOMO: -10.5 eV
2S+1: 1

Bonds (Å) are listed after each position.
Cartesian coordinates (Å):
1 O -5.66 34.55 -7.96  H2 0.977, H3 0.949
2 H -4.83 34.46 -8.46  O1 0.977
3 H -6.17 34.65 -8.76  O1 0.949
4 O -10.56 35.20 -6.62  H5 0.961, H6 0.959
5 H -10.97 35.83 -6.02  O4 0.961
6 H -11.20 34.51 -6.45  O4 0.959
7 O -7.19 33.20 -3.14  H8 0.914, H9 0.988
8 H -7.87 32.87 -2.64  O7 0.914
9 H -7.61 34.02 -3.49  O7 0.988
10 O -10.32 36.46 -9.03  H11 0.938, H12 0.915
11 H -9.54 36.90 -8.73  O10 0.938
12 H -10.55 36.04 -8.25  O10 0.915
13 O -10.38 33.12 -4.56  H14 0.940, H15 0.949
14 H -10.60 32.30 -4.17  O13 0.940
15 H -10.04 32.90 -5.42  O13 0.949
16 O -9.16 35.34 -3.60  H17 1.004, H18 0.991
17 H -9.75 34.57 -3.86  O16 1.004
18 H -9.11 35.86 -4.44  O16 0.991
19 O -10.96 32.56 -7.46  H20 0.976, H21 0.996
20 H -11.28 33.36 -7.94  O19 0.976
21 H -11.73 32.17 -6.98  O19 0.996
22 O -8.18 31.24 -5.60  H23 0.938, H24 0.920
23 H -8.62 31.46 -4.81  O22 0.938
24 H -8.08 32.08 -5.99  O22 0.920
25 O -6.64 35.48 -5.28  H26 0.961, H27 0.948
26 H -6.36 35.45 -6.20  O25 0.961
27 H -5.91 35.10 -4.82  O25 0.948
28 O -7.41 32.48 -8.87  H29 0.964, H30 0.964
29 H -7.46 32.82 -7.97  O28 0.964
30 H -7.41 31.57 -8.54  O28 0.964
31 O -5.45 32.38 -6.24  H32 0.963, H33 0.939
32 H -5.39 33.11 -6.86  O31 0.963
33 H -5.10 32.70 -5.43  O31 0.939
34 O -8.32 33.88 -6.63  H35 0.949, H36 0.964
35 H -9.09 34.43 -6.76  O34 0.949
36 H -7.88 34.48 -6.02  O34 0.964

=====

We find model Q to be the most stable, with the next structure 2.643 eV higher.